[1]
The following is a DFT calculation (ωB97M-V/def2-TZVPD) of C25H33I2O2P2SiYb as an isolated structure.

XYZ file:
```
66
Properties=species:S:1:pos:R:3:forces:R:3:lowdin_charge:R:1
I 3.60224 -2.38941 -5.78892 -0.1 -0.9 0.6 0.20
I 3.21583 -4.29746 -3.83406 0.1 0.8 -0.6 0.07
Yb 0.78426 -2.12625 -0.39443 0.6 0.7 0.4 1.17
P 3.15374 -0.47843 -0.71895 0.7 1.0 0.1 0.85
C 4.72548 -0.87628 -1.52018 -0.3 -0.4 0.2 -0.21
C 3.32906 1.30844 -0.50591 -0.2 0.4 0.2 -0.18
H 4.19669 1.53867 0.12349 0.0 -0.3 0.0 0.08
H 4.06254 -0.86206 1.43057 -0.1 -0.2 0.2 0.09
H 2.46311 1.79931 -0.05804 0.2 -0.4 0.0 0.00
H 2.31480 -1.14240 1.54296 0.2 0.1 -0.2 0.02
H 4.77266 -0.36505 -2.49382 0.1 -0.3 0.3 0.07
H 3.51024 1.78407 -1.47518 -0.1 -0.2 0.0 0.08
C 3.20406 -1.29230 0.90472 0.2 -0.2 0.2 -0.24
H 5.49165 -0.49021 -0.83439 0.1 -0.2 -0.3 0.07
H 3.41881 -2.36486 0.76170 0.0 0.2 0.1 0.06
H 4.81006 -1.96563 -1.62928 0.2 0.3 -0.2 0.04
P -0.65111 -1.65572 -2.89621 -0.9 0.9 -0.5 0.87
C -0.87705 -2.54698 -4.44959 0.2 -0.3 0.3 -0.20
C -1.44229 -2.69734 -1.62219 -0.6 -0.4 0.2 -0.28
H -1.62767 0.55302 -2.30237 0.1 -0.4 -0.1 0.05
H -2.69161 -0.40351 -3.36029 0.1 -0.2 0.2 0.08
H -1.27712 0.36961 -4.02741 0.2 -0.1 0.0 0.07
C -1.64619 -0.15437 -3.14144 -0.1 0.4 0.2 -0.19
H -1.39668 -2.34280 -0.56500 -0.5 0.0 -0.7 0.01
H -2.50845 -2.74005 -1.86878 0.0 -0.1 0.2 0.09
H -1.95658 -2.65157 -4.59807 0.1 -0.1 -0.2 0.07
H -0.40253 -3.53240 -4.37262 -0.1 0.2 -0.3 0.05
H -1.05664 -3.72556 -1.70072 -0.1 0.1 0.0 0.07
H -0.43846 -1.95234 -5.26206 -0.1 -0.3 0.2 0.07
C 1.57397 -0.95393 -2.41827 2.3 -0.2 -2.3 -0.38
O 2.22363 -0.78555 -3.38433 -2.0 0.3 1.9 -0.13
O 0.08477 -0.16703 -0.21245 0.7 -1.7 -1.0 -0.47
Si -0.76660 0.53721 0.94962 -0.5 1.4 0.2 0.41
C -0.75072 -0.54095 2.48043 -0.4 0.1 -0.1 -0.26
C 0.40741 -0.62650 3.26769 0.2 -0.5 -0.1 -0.14
C 0.52245 -1.58860 4.26948 0.0 0.0 -0.2 -0.07
C -0.53387 -2.47598 4.49026 -0.4 0.0 0.0 -0.07
C -1.74981 -2.31662 3.80797 0.1 -0.1 -0.2 -0.06
C -1.86148 -1.32614 2.81880 0.1 -0.6 0.1 -0.08
C 0.09533 2.11482 1.34150 0.0 0.0 0.2 -0.27
C 0.73556 2.92091 0.38336 0.0 0.6 0.8 -0.13
C 1.32315 4.13230 0.79221 0.0 -0.6 0.1 -0.07
C 1.26865 4.50702 2.14676 -0.1 -0.1 0.1 -0.06
C 0.57545 3.72146 3.08751 0.0 0.0 -0.1 -0.05
C -0.01689 2.52042 2.67445 0.5 0.9 0.0 -0.10
C -2.45687 1.01812 0.32404 0.3 -0.4 0.6 -0.24
C -2.81926 2.36049 0.45592 -0.4 -0.2 0.0 -0.07
C -4.10596 2.77488 0.11665 0.0 0.2 -0.2 -0.05
C -5.03412 1.84361 -0.35524 0.3 -0.3 0.1 -0.06
C -4.67568 0.48825 -0.46554 0.0 0.0 -0.2 -0.07
C -3.38429 0.07874 -0.13601 -0.4 0.5 -0.1 -0.14
H 1.24108 0.05658 3.09119 -0.2 -0.1 0.0 0.10
H 1.44623 -1.65059 4.85041 -0.4 -0.1 -0.1 0.12
H -0.41867 -3.27690 5.21923 -0.1 0.2 -0.1 0.11
H -2.60655 -2.98015 4.00517 0.5 0.4 0.0 0.12
H -2.80816 -1.17559 2.28365 0.4 -0.2 0.3 0.10
H 0.81351 2.59912 -0.66320 -0.3 0.2 0.4 0.11
H 1.87337 4.72969 0.05557 -0.3 -0.1 0.4 0.11
H 1.77528 5.42264 2.47278 -0.3 -0.4 -0.2 0.11
H 0.48635 4.01301 4.14505 0.2 0.0 -0.7 0.12
H -0.56934 1.89619 3.38893 0.3 0.4 -0.2 0.11
H -2.09051 3.06107 0.85616 -0.3 0.0 -0.2 0.10
H -4.35966 3.83864 0.20287 0.0 -0.5 0.0 0.12
H -6.03499 2.16380 -0.63015 0.1 -0.1 0.1 0.11
H -5.38692 -0.26170 -0.82633 0.1 0.4 0.1 0.11
H -3.09867 -0.97286 -0.22961 -0.2 0.2 0.1 0.08
```
Forces are in eV/Å.

Output
Orbital gap (alpha / beta), eV: 6.4325 / 5.5002
HOMO energy (alpha / beta), eV: -13.6 / -13.6
F_max, eV Å⁻¹: 3.28
2S+1: 2
E_LUMO (alpha / beta), eV: -7.14 / -8.07
Total charge: +2
<S²>: 0.76
Relative energy (zero: lowest compared OMol25 entry of this formula, charge and spin), kJ/mol: 0.0

[2]
The following is a DFT calculation (ωB97M-V/def2-TZVPD) of C25H33IN7OSV as an isolated structure.

XYZ file:
```
69
Properties=species:S:1:pos:R:3:forces:R:3:lowdin_charge:R:1
V -0.64591 -0.46594 0.10998 -0.2 -0.6 0.2 0.49
O -1.56002 0.42254 1.82317 0.1 0.3 -0.3 -0.18
C -2.04864 1.77909 1.70341 0.0 -0.2 0.0 -0.10
C -1.78418 2.28285 0.31090 0.1 -0.2 0.0 -0.23
C -2.11121 3.58410 -0.03233 -0.1 0.1 0.0 0.02
C -1.92181 4.00065 -1.33556 0.0 0.1 0.0 -0.01
C -1.41110 3.09926 -2.26159 0.0 0.1 -0.1 -0.02
C -1.10182 1.82684 -1.84203 0.0 -0.1 0.2 -0.09
N -1.27012 1.42006 -0.56937 -0.1 0.7 -0.3 -0.02
H -2.13243 -0.11347 2.38736 0.0 -0.1 0.0 0.11
H -1.55742 2.40595 2.44471 0.1 0.0 0.1 0.14
H -3.11964 1.79696 1.90147 -0.1 0.0 0.0 0.15
H -2.52470 4.25128 0.71452 0.0 0.0 0.0 0.14
H -2.17963 5.00954 -1.63079 0.0 0.0 0.0 0.13
H -1.26656 3.37361 -3.29803 0.0 0.0 0.1 0.13
H -0.72288 1.08492 -2.53436 0.0 0.0 0.0 0.11
I 0.70990 -1.80044 -1.99762 0.0 0.1 0.1 1.19
C -1.07936 -2.07565 -3.05080 0.1 0.0 0.1 -0.58
C -1.03758 -2.70103 -4.25522 -0.1 0.0 -0.1 -0.13
C -2.25550 -2.90391 -4.94434 0.1 0.0 0.0 -0.05
C -3.42645 -2.49014 -4.38599 -0.1 0.0 0.1 -0.01
C -3.45737 -1.84361 -3.12243 -0.1 0.0 0.0 -0.15
C -4.68879 -1.44828 -2.54388 0.0 0.0 -0.1 -0.01
C -4.71111 -0.84225 -1.32543 0.1 0.0 0.1 -0.05
C -3.49734 -0.57633 -0.64986 0.0 0.0 -0.1 -0.13
C -2.26273 -0.93260 -1.14794 -0.2 -0.1 -0.1 -0.29
C -2.24975 -1.60113 -2.41282 0.0 0.0 0.0 -0.24
H -0.10510 -3.04175 -4.68506 0.0 0.0 0.0 0.10
H -2.24401 -3.39745 -5.90731 0.0 0.0 0.0 0.12
H -4.36469 -2.65663 -4.90244 0.0 0.0 0.0 0.13
H -5.60765 -1.63744 -3.08744 0.1 0.0 0.0 0.13
H -5.65296 -0.54954 -0.87690 0.1 0.0 0.0 0.12
H -3.57915 -0.05926 0.30280 0.0 0.0 0.0 0.09
C 2.95301 -4.97074 2.79235 0.0 0.0 0.0 0.01
C 1.52045 -4.73575 2.49380 0.0 0.1 -0.1 -0.30
N 0.55137 -5.56395 2.69358 -0.2 0.2 -0.1 0.16
N -0.56110 -4.89054 2.25991 -0.2 -0.4 0.2 0.05
C -0.31903 -3.66914 1.80716 0.1 0.1 -0.1 -0.68
S -1.48189 -2.59709 1.17381 0.1 -0.2 0.1 0.76
N 1.02400 -3.55665 1.94367 0.2 0.2 0.0 -0.09
N 1.72752 -2.40615 1.60142 -0.1 0.0 0.0 0.13
H 3.07335 -5.99716 3.12769 0.0 0.0 0.0 0.10
H 3.30506 -4.30515 3.58275 0.0 0.0 0.0 0.09
H 3.57068 -4.81575 1.90648 0.0 0.0 0.0 0.09
H -1.46189 -5.34208 2.29046 0.0 0.0 0.0 0.17
H 2.34673 -2.61468 0.82555 0.0 0.0 0.0 0.09
H 2.28345 -2.11379 2.39710 0.0 0.0 0.0 0.11
C 3.14735 4.04495 2.18668 0.0 0.0 0.0 -0.05
C 3.69680 2.65307 1.91168 -0.1 0.0 -0.1 -0.18
N 2.96392 1.92937 0.85446 0.0 0.0 0.0 -0.06
C 3.38734 2.16929 -0.53357 -0.1 0.1 0.1 -0.18
C 2.54624 3.21016 -1.26810 0.0 0.0 0.0 -0.05
C 1.89399 1.16671 1.10953 -0.1 0.1 -0.2 -0.38
C 1.50917 0.93633 2.54465 0.0 0.0 -0.1 0.00
N 1.16408 0.62157 0.15436 0.4 0.1 0.6 -0.01
H 3.70916 4.50638 2.99987 0.0 0.0 0.0 0.09
H 2.09652 4.00692 2.48256 0.0 0.0 0.0 0.07
H 3.23461 4.69218 1.31401 0.0 0.0 0.0 0.07
H 3.69465 2.06283 2.82171 0.0 -0.1 0.0 0.11
H 4.73382 2.71453 1.58902 0.0 0.0 0.0 0.13
H 3.38668 1.21764 -1.06856 0.0 -0.1 0.0 0.12
H 4.42675 2.48542 -0.49408 0.0 0.0 0.0 0.13
H 1.47842 3.00136 -1.17764 0.0 0.0 0.0 0.05
H 2.80502 3.21658 -2.32805 0.0 0.0 0.0 0.09
H 2.72648 4.21012 -0.87621 0.0 0.0 0.0 0.08
H 2.35317 0.56443 3.12333 0.0 0.0 0.0 0.09
H 0.70357 0.21456 2.61021 0.0 0.0 0.0 0.06
H 1.18438 1.86670 3.01294 0.0 0.0 0.0 0.10
H 1.49389 0.88672 -0.76330 0.0 0.0 -0.1 0.01
```
Forces are in eV/Å.

Output
Orbital gap (alpha / beta), eV: 7.0730 / 7.5792
HOMO energy (alpha / beta), eV: -12.8 / -12.8
F_max, eV Å⁻¹: 0.77
2S+1: 3
E_LUMO (alpha / beta), eV: -5.69 / -5.25
Total charge: +2
<S²>: 2.03
Relative energy (zero: lowest compared OMol25 entry of this formula, charge and spin), kJ/mol: 12.2